[1]
Here is a 7-piece molecular cluster, C62H136N7O3 overall in a non-equilibrium geometry from OMol25. Energies are from ωB97M-V/def2-TZVPD.

Geometry (Å):
C -1.856 6.399 5.559
C -2.227 6.152 4.062
C -1.723 4.870 3.394
C -2.448 4.703 2.004
N -2.537 3.264 1.365
C -3.001 2.148 2.358
C -3.485 1.073 1.397
C -3.961 1.800 0.150
C -3.549 3.246 0.264
C -1.129 2.923 0.851
H -0.859 6.146 5.920
H -2.501 5.780 6.183
H -2.137 7.420 5.815
H -1.907 6.973 3.420
H -3.293 6.374 4.015
H -1.924 4.000 4.020
H -0.650 4.939 3.214
H -1.964 5.374 1.294
H -3.495 4.976 2.130
H -2.317 1.835 3.147
H -3.863 2.406 2.973
H -2.672 0.383 1.173
H -4.321 0.524 1.830
H -3.448 1.330 -0.689
H -5.032 1.684 -0.020
H -3.045 3.703 -0.588
H -4.259 4.028 0.532
H -0.651 3.826 0.470
H -1.267 2.177 0.068
H -0.489 2.563 1.656
C 3.188 -3.034 -2.064
C 3.951 -2.849 -3.411
C 5.429 -3.209 -3.205
C 5.729 -4.678 -2.621
N 7.235 -5.201 -2.853
C 7.421 -5.446 -4.326
C 7.695 -6.921 -4.516
C 6.959 -7.564 -3.329
C 7.419 -6.629 -2.251
C 8.155 -4.188 -2.209
H 3.328 -3.979 -1.540
H 2.109 -2.911 -2.153
H 3.438 -2.271 -1.326
H 3.865 -1.808 -3.725
H 3.521 -3.418 -4.235
H 5.870 -2.490 -2.516
H 5.910 -3.130 -4.180
H 5.026 -5.405 -3.027
H 5.501 -4.714 -1.555
H 8.195 -4.769 -4.689
H 6.501 -5.199 -4.854
H 8.776 -7.064 -4.527
H 7.287 -7.279 -5.461
H 7.312 -8.583 -3.165
H 5.891 -7.520 -3.544
H 8.428 -6.872 -1.919
H 6.735 -6.640 -1.402
H 9.133 -4.643 -2.364
H 7.863 -4.233 -1.159
H 7.969 -3.301 -2.814
C -9.180 -4.915 5.501
C -7.717 -5.197 5.697
C -6.868 -4.001 6.270
C -7.071 -2.756 5.386
N -6.192 -1.430 5.724
C -6.663 -0.950 7.082
C -7.339 0.420 6.859
C -7.642 0.511 5.406
C -6.506 -0.320 4.767
C -4.648 -1.714 5.794
C -4.142 -2.200 4.460
C -2.631 -2.169 4.325
H -9.507 -4.657 4.494
H -9.537 -4.082 6.107
H -9.759 -5.799 5.766
H -7.246 -5.586 4.794
H -7.590 -6.032 6.387
H -5.821 -4.278 6.154
H -7.055 -3.974 7.344
H -8.090 -2.382 5.486
H -6.795 -2.996 4.359
H -5.850 -1.011 7.806
H -7.389 -1.665 7.471
H -6.690 1.271 7.065
H -8.313 0.614 7.309
H -7.560 1.499 4.952
H -8.528 0.028 4.995
H -5.660 0.359 4.655
H -6.650 -0.828 3.814
H -4.310 -2.423 6.550
H -4.324 -0.717 6.094
H -4.472 -1.824 3.492
H -4.477 -3.237 4.430
H -2.242 -1.167 4.510
H -2.292 -2.348 3.305
H -2.108 -2.841 5.005
C 3.007 -1.169 -6.482
C 1.522 -1.111 -6.713
C 0.766 -0.729 -5.489
C -0.759 -0.714 -5.761
N -1.670 -0.705 -4.512
C -3.157 -0.828 -4.870
C -3.520 -2.276 -4.662
C -2.863 -2.574 -3.293
C -1.504 -1.941 -3.568
C -1.439 0.580 -3.658
C -1.478 1.888 -4.559
C -1.802 3.047 -3.632
H 3.359 -1.944 -5.801
H 3.480 -0.277 -6.072
H 3.546 -1.391 -7.403
H 1.273 -2.133 -6.998
H 1.278 -0.497 -7.579
H 1.117 0.265 -5.211
H 1.070 -1.498 -4.780
H -1.115 -1.681 -6.118
H -1.116 0.014 -6.489
H -3.632 -0.108 -4.203
H -3.279 -0.418 -5.873
H -4.587 -2.473 -4.770
H -3.145 -2.932 -5.448
H -3.383 -2.039 -2.498
H -3.007 -3.632 -3.073
H -0.973 -1.627 -2.669
H -0.939 -2.743 -4.044
H -0.442 0.480 -3.231
H -2.137 0.574 -2.822
H -2.194 1.734 -5.366
H -0.456 2.047 -4.904
H -1.480 3.947 -4.155
H -1.517 3.020 -2.580
H -2.869 3.063 -3.407
C 1.820 2.401 -1.568
C 1.834 3.071 -2.929
C 1.458 4.583 -2.851
C 1.244 5.397 -4.192
N 1.135 6.917 -3.872
C 0.745 7.517 -5.216
C 1.988 7.632 -6.036
C 2.962 8.193 -4.978
C 2.573 7.535 -3.691
C 0.099 7.382 -2.798
C -1.451 6.870 -2.924
C -1.924 6.203 -1.592
H 2.423 2.941 -0.838
H 2.256 1.402 -1.562
H 0.805 2.215 -1.220
H 1.185 2.511 -3.602
H 2.872 3.055 -3.260
H 2.269 5.037 -2.282
H 0.531 4.693 -2.288
H 0.291 5.037 -4.578
H 2.062 5.210 -4.887
H 0.378 8.516 -4.978
H 0.069 6.897 -5.804
H 1.830 8.413 -6.781
H 2.307 6.685 -6.472
H 2.943 9.281 -4.921
H 4.005 7.993 -5.222
H 2.583 8.226 -2.848
H 3.214 6.654 -3.697
H 0.187 8.468 -2.753
H 0.587 7.059 -1.878
H -1.603 6.240 -3.800
H -2.108 7.722 -3.100
H -2.874 5.675 -1.674
H -2.138 6.935 -0.814
H -1.176 5.541 -1.157
C 0.480 1.057 4.280
C 1.572 0.084 4.809
C 2.064 -0.974 3.787
C 3.050 -1.985 4.360
N 3.539 -3.164 3.411
C 4.476 -4.102 4.147
C 3.996 -5.519 3.824
C 2.826 -5.477 2.838
C 2.286 -4.102 3.250
C 4.036 -2.768 2.004
C 5.151 -1.685 2.085
C 5.806 -1.286 0.754
H -0.338 0.522 3.798
H 0.856 1.742 3.520
H -0.119 1.459 5.097
H 1.074 -0.456 5.614
H 2.478 0.565 5.178
H 2.450 -0.481 2.895
H 1.231 -1.516 3.337
H 2.733 -2.364 5.331
H 4.024 -1.543 4.568
H 5.508 -3.921 3.846
H 4.598 -3.868 5.204
H 4.771 -6.159 3.403
H 3.520 -5.858 4.743
H 3.024 -5.541 1.768
H 2.077 -6.230 3.086
H 1.590 -3.625 2.560
H 1.913 -4.165 4.272
H 3.128 -2.441 1.497
H 4.290 -3.679 1.462
H 5.943 -1.894 2.804
H 4.845 -0.731 2.514
H 6.294 -2.162 0.326
H 6.545 -0.532 1.025
H 5.152 -0.856 -0.005
N 0.229 -0.957 0.476
O 1.364 -1.323 0.300
O -0.438 -1.238 1.484
O -0.322 -0.430 -0.535

As for the spin multiplicity: 2. The value obtained for the LUMO energy (spin up / spin down) is -6.54 / -6.54 eV. The charge is +4.

Here are the Löwdin charges for atoms 1 to 2, given in e: -0.0892, -0.2626



[2]
Here is a 10-piece molecular cluster, C54H126F2O38P8 overall in a non-equilibrium geometry from OMol25. Energies are from ωB97M-V/def2-TZVPD.

Geometry (Å):
C 1.158 -3.179 -8.311
C 0.678 -2.688 -7.007
O 0.991 -1.385 -7.170
C 0.938 -1.043 -8.542
O 0.963 0.115 -9.084
O 0.925 -2.200 -9.250
F 1.399 -3.317 -6.132
H 0.514 -4.056 -8.381
H 2.212 -3.458 -8.310
H -0.398 -2.763 -6.849
C 4.031 4.262 -7.991
C 2.817 5.108 -8.355
O 3.316 6.429 -8.379
C 4.630 6.491 -8.262
O 5.230 7.549 -8.159
O 5.088 5.244 -7.920
F 1.948 5.028 -7.295
H 4.130 3.558 -8.816
H 3.887 3.747 -7.041
H 2.277 4.837 -9.262
C -2.865 -10.662 -0.831
C -3.375 -11.003 0.559
O -4.674 -10.388 0.595
P -5.625 -10.535 1.912
O -4.943 -11.068 3.108
O -6.299 -9.040 1.985
C -5.598 -7.905 2.593
C -4.792 -7.207 1.687
O -6.878 -11.456 1.339
C -7.967 -11.999 2.093
C -8.382 -13.297 1.520
H -3.320 -11.260 -1.621
H -3.106 -9.631 -1.092
H -1.785 -10.807 -0.841
H -3.416 -12.085 0.678
H -2.724 -10.582 1.326
H -6.302 -7.187 3.013
H -4.948 -8.314 3.367
H -4.598 -6.210 2.083
H -3.818 -7.634 1.449
H -5.207 -7.104 0.685
H -7.887 -12.112 3.174
H -8.721 -11.213 2.045
H -8.866 -12.913 0.621
H -7.657 -14.068 1.258
H -9.159 -13.922 1.961
C -9.404 4.598 2.579
C -9.598 6.128 3.028
O -8.368 6.737 3.501
P -7.668 6.296 4.932
O -7.697 4.909 5.384
O -6.100 6.740 4.807
C -5.800 8.102 4.614
C -4.688 8.339 3.676
O -8.315 7.374 6.036
C -9.308 6.844 6.793
C -9.846 7.742 7.928
H -8.635 3.951 3.003
H -10.321 4.051 2.361
H -9.003 4.528 1.568
H -9.892 6.592 2.086
H -10.433 6.299 3.707
H -6.631 8.643 4.161
H -5.571 8.429 5.628
H -4.847 7.928 2.679
H -4.549 9.414 3.562
H -3.760 7.911 4.055
H -10.205 6.622 6.213
H -8.973 5.881 7.177
H -10.673 7.204 8.391
H -9.200 7.958 8.778
H -10.210 8.719 7.609
C 3.317 2.151 -2.947
C 2.225 1.127 -2.594
O 1.245 1.539 -1.758
P 1.080 1.022 -0.279
O 2.238 1.300 0.614
O 0.598 -0.489 -0.547
C -0.555 -0.653 -1.438
C -1.833 -0.992 -0.645
O -0.367 1.781 0.151
C -0.351 3.013 0.905
C -0.471 4.164 -0.136
H 4.036 1.781 -3.678
H 2.945 3.117 -3.290
H 4.041 2.385 -2.166
H 1.746 0.999 -3.565
H 2.750 0.209 -2.331
H -0.739 0.176 -2.122
H -0.272 -1.546 -1.995
H -1.547 -1.649 0.177
H -2.384 -0.100 -0.347
H -2.486 -1.624 -1.248
H -1.230 3.143 1.537
H 0.485 3.230 1.570
H -1.451 4.311 -0.591
H -0.539 5.136 0.354
H 0.283 3.973 -0.900
C 6.905 -4.523 0.524
C 7.480 -3.478 -0.338
O 8.140 -2.669 0.686
P 8.758 -1.305 0.045
O 8.070 -0.908 -1.186
O 8.834 -0.288 1.275
C 7.744 0.485 1.647
C 7.849 1.783 0.916
O 10.315 -1.726 -0.259
C 11.318 -0.748 -0.741
C 11.148 -0.539 -2.207
H 6.487 -5.242 -0.181
H 7.668 -5.082 1.066
H 6.011 -4.223 1.071
H 8.276 -3.847 -0.985
H 6.698 -2.957 -0.891
H 6.753 0.037 1.585
H 7.920 0.495 2.722
H 6.911 2.313 1.079
H 8.702 2.412 1.171
H 7.924 1.637 -0.162
H 11.103 0.214 -0.276
H 12.334 -1.004 -0.441
H 10.069 -0.499 -2.351
H 11.562 0.445 -2.428
H 11.597 -1.316 -2.825
C -1.605 -0.178 9.209
C -2.012 -1.583 8.743
O -2.063 -1.624 7.318
P -2.974 -2.873 6.630
O -2.851 -4.280 7.138
O -4.449 -2.131 6.521
C -4.721 -0.739 6.096
C -6.205 -0.566 6.466
O -2.560 -2.848 5.063
C -1.183 -2.791 4.749
C -0.714 -1.339 4.511
H -1.659 -0.400 10.275
H -0.583 0.165 9.050
H -2.454 0.479 9.017
H -1.231 -2.269 9.072
H -2.913 -1.832 9.303
H -4.147 -0.036 6.701
H -4.583 -0.527 5.036
H -6.277 -0.727 7.541
H -6.480 0.482 6.351
H -6.965 -1.014 5.825
H -0.503 -3.252 5.466
H -1.030 -3.307 3.801
H -1.554 -0.813 4.056
H -0.531 -0.880 5.483
H 0.225 -1.459 3.971
C 5.094 8.457 7.258
C 3.721 8.804 6.907
O 3.320 8.383 5.596
P 1.788 8.283 5.241
O 1.112 9.631 5.304
O 1.642 7.537 3.819
C 2.207 8.152 2.679
C 1.260 9.041 1.936
O 1.205 7.139 6.301
C 0.055 6.364 6.176
C 0.473 4.938 6.432
H 5.472 8.988 8.132
H 5.235 7.390 7.431
H 5.821 8.888 6.570
H 3.086 8.341 7.662
H 3.589 9.885 6.949
H 3.068 8.767 2.941
H 2.646 7.413 2.009
H 0.788 9.637 2.717
H 1.673 9.706 1.176
H 0.337 8.600 1.561
H -0.735 6.640 6.874
H -0.319 6.412 5.153
H 0.892 4.903 7.437
H -0.424 4.349 6.238
H 1.295 4.755 5.740
C -3.550 2.559 -3.901
C -4.996 2.625 -4.481
O -5.616 1.289 -4.703
P -6.994 1.027 -3.870
O -7.598 2.224 -3.232
O -6.604 -0.201 -2.901
C -7.719 -1.021 -2.367
C -7.602 -1.246 -0.888
O -7.990 0.297 -4.840
C -7.628 -0.523 -5.879
C -8.529 -1.785 -5.774
H -2.919 3.237 -4.476
H -3.619 2.680 -2.820
H -2.985 1.650 -4.108
H -5.496 3.265 -3.754
H -5.066 3.242 -5.377
H -8.716 -0.771 -2.730
H -7.618 -1.924 -2.968
H -8.447 -1.903 -0.683
H -6.758 -1.819 -0.504
H -7.749 -0.311 -0.348
H -7.732 -0.023 -6.842
H -6.564 -0.744 -5.796
H -8.534 -2.128 -4.739
H -9.564 -1.561 -6.031
H -7.997 -2.571 -6.310
C 8.976 -0.922 -6.249
C 9.110 -2.456 -6.101
O 8.674 -3.137 -7.331
P 8.955 -4.788 -7.695
O 8.382 -5.218 -8.961
O 10.517 -5.013 -7.681
C 11.312 -4.286 -8.508
C 12.630 -3.948 -7.841
O 8.393 -5.660 -6.378
C 8.558 -6.989 -6.256
C 9.875 -7.465 -5.673
H 8.565 -0.638 -5.280
H 9.991 -0.525 -6.240
H 8.372 -0.512 -7.059
H 10.177 -2.662 -6.024
H 8.456 -2.795 -5.297
H 11.498 -4.915 -9.379
H 10.866 -3.351 -8.848
H 13.274 -3.326 -8.463
H 12.384 -3.434 -6.912
H 13.255 -4.790 -7.547
H 7.789 -7.224 -5.520
H 8.167 -7.434 -7.171
H 9.777 -8.360 -5.058
H 10.609 -7.677 -6.450
H 10.284 -6.681 -5.035

The value obtained for the LUMO energy is 0.01 eV. The calculation puts the energy relative to the best compared isomer or geometry (same formula, charge and spin) at 3.278 eV. The charge is 0.

Here are the Löwdin charges for atoms 1 to 2, given in e: -0.1230, -0.4498



It is found that the E values, taken in the order of the records, are -83030.4914 -215604.5211 eV.